Entry 1:
Entry from OMol25: a 9-piece molecular cluster, C69H106N15O4P overall at a distorted geometry (ωB97M-V/def2-TZVPD).

Structure (ORCA input):
```
! RIJCOSX wB97M-V def2-TZVPD def2/J DEFGRID3
* xyz 7 2
P 2.660 25.017 0.585
O 1.936 26.415 0.544
O 2.498 24.173 -0.723
O 2.151 24.094 1.753
O 4.192 25.233 0.869
C 8.255 26.839 -2.127
C 7.701 27.198 -0.739
C 8.689 27.488 0.395
N 8.119 27.462 1.836
C 7.659 26.073 2.269
C 8.851 25.069 2.409
C 9.940 25.593 3.398
C 10.335 27.039 3.041
C 9.206 28.052 2.816
C 6.816 28.346 2.046
H 8.549 25.804 -1.951
H 9.083 27.441 -2.503
H 7.612 27.025 -2.987
H 6.998 26.477 -0.323
H 7.110 28.102 -0.882
H 9.144 28.477 0.345
H 9.395 26.657 0.405
H 6.953 25.624 1.570
H 7.221 26.249 3.251
H 9.032 24.775 1.375
H 8.389 24.152 2.774
H 10.871 25.043 3.539
H 9.544 25.720 4.405
H 10.956 27.141 2.151
H 10.987 27.329 3.866
H 9.517 29.065 2.560
H 8.663 28.128 3.758
H 6.069 27.847 1.428
H 7.005 29.368 1.718
H 6.471 28.539 3.062
C -4.326 27.951 6.033
N -4.097 27.430 4.700
C -4.314 26.147 4.461
C -3.833 25.500 3.383
C -3.171 26.193 2.406
C -2.923 27.577 2.588
C -3.383 28.170 3.811
C -2.707 25.394 1.188
C -3.445 24.509 0.465
C -2.895 23.618 -0.443
N -1.542 23.599 -0.557
C -0.804 24.479 -0.003
C -1.306 25.450 0.825
C -0.985 22.292 -0.869
H -5.123 27.379 6.508
H -4.433 29.031 5.933
H -3.362 27.926 6.541
H -4.871 25.618 5.219
H -3.905 24.426 3.298
H -2.366 28.156 1.867
H -3.198 29.217 3.996
H -4.499 24.416 0.683
H -3.513 22.995 -1.073
H 0.259 24.289 -0.012
H -0.523 26.032 1.287
H -1.257 21.524 -0.145
H 0.095 22.245 -1.009
H -1.436 22.083 -1.839
C 4.413 33.378 1.193
N 4.128 32.117 2.001
C 4.812 31.894 3.180
C 4.700 30.651 3.842
C 3.886 29.654 3.243
C 3.224 29.923 2.029
C 3.296 31.207 1.478
C 3.900 28.332 3.974
C 4.064 28.183 5.412
C 4.042 26.938 6.005
N 3.729 25.836 5.303
C 3.684 25.913 3.942
C 3.652 27.180 3.273
C 3.683 24.506 5.966
H 5.261 33.166 0.542
H 4.608 34.170 1.915
H 3.560 33.533 0.532
H 5.281 32.803 3.524
H 5.376 30.488 4.669
H 2.516 29.227 1.604
H 2.724 31.314 0.569
H 4.239 29.113 5.932
H 4.100 26.832 7.078
H 3.457 25.096 3.273
H 3.409 27.116 2.222
H 3.120 23.782 5.377
H 3.172 24.482 6.929
H 4.726 24.193 6.004
C 0.782 21.516 2.208
N 1.241 20.548 1.212
C 0.692 19.347 1.168
C 1.142 18.412 0.211
C 2.252 18.781 -0.613
C 2.820 20.051 -0.448
C 2.228 21.002 0.363
C 2.634 17.783 -1.620
C 2.908 18.159 -2.980
C 3.472 17.184 -3.867
N 3.768 15.942 -3.389
C 3.456 15.579 -2.124
C 2.885 16.454 -1.251
C 4.156 14.911 -4.314
H 0.466 22.284 1.502
H 1.640 21.955 2.717
H -0.076 21.194 2.798
H -0.123 19.110 1.835
H 0.638 17.457 0.166
H 3.689 20.351 -1.015
H 2.563 22.028 0.357
H 2.789 19.177 -3.320
H 3.639 17.328 -4.924
H 3.809 14.604 -1.820
H 3.065 16.173 -0.224
H 4.367 15.252 -5.328
H 3.278 14.266 -4.283
H 5.009 14.416 -3.848
C 6.375 22.197 -1.943
C 6.154 23.135 -0.680
N 6.226 22.447 0.617
C 7.346 21.814 1.214
C 7.073 21.466 2.563
N 5.711 21.849 2.687
C 5.361 22.579 1.607
C 4.842 21.407 3.808
H 7.218 21.513 -1.844
H 6.512 22.612 -2.942
H 5.535 21.502 -1.945
H 5.190 23.612 -0.853
H 6.796 23.995 -0.491
H 8.300 21.859 0.711
H 7.654 20.921 3.292
H 4.395 23.054 1.523
H 5.146 22.022 4.656
H 5.094 20.376 4.052
H 3.796 21.508 3.517
C -1.137 23.661 4.743
C 0.289 24.247 5.005
N 0.275 25.658 4.669
C 0.483 26.284 3.498
C 0.369 27.657 3.697
N -0.121 27.787 5.000
C -0.178 26.523 5.574
C -0.539 29.116 5.504
H -1.976 24.083 5.295
H -1.154 22.623 5.076
H -1.366 23.684 3.677
H 1.060 23.761 4.408
H 0.472 24.214 6.079
H 0.878 25.718 2.667
H 0.492 28.513 3.050
H -0.504 26.307 6.581
H -0.606 29.142 6.591
H -1.533 29.343 5.119
H 0.124 29.893 5.123
C 3.976 24.997 -5.720
C 4.849 25.169 -4.438
N 4.864 26.498 -3.868
C 5.074 27.767 -4.490
C 4.936 28.615 -3.447
N 4.474 27.993 -2.293
C 4.310 26.668 -2.644
C 4.242 28.643 -1.039
H 4.404 25.598 -6.522
H 2.934 25.271 -5.553
H 4.082 23.979 -6.095
H 5.915 25.157 -4.665
H 4.682 24.417 -3.666
H 5.471 27.878 -5.489
H 5.035 29.687 -3.368
H 3.811 25.924 -2.041
H 3.358 29.280 -1.082
H 5.129 29.083 -0.583
H 3.895 27.860 -0.364
C 1.538 20.029 -7.445
C 2.590 21.130 -7.055
N 2.378 21.673 -5.719
C 3.078 21.562 -4.490
C 2.525 22.461 -3.614
N 1.449 23.078 -4.215
C 1.338 22.477 -5.454
C 0.682 24.151 -3.634
H 1.286 19.366 -6.617
H 1.915 19.384 -8.239
H 0.589 20.408 -7.824
H 2.697 21.861 -7.855
H 3.607 20.756 -6.934
H 3.974 20.961 -4.455
H 2.743 22.677 -2.579
H 0.589 22.754 -6.182
H 1.114 25.068 -4.035
H 0.673 24.158 -2.545
H -0.348 23.970 -3.942
*
```

## Properties
<S²>: 0.7692
HOMO-LUMO gap (spin up / spin down) in Ha: 0.1038 / 0.1780
LUMO (spin up / spin down) in eV: -14.64 / -14.64
HOMO energy (spin up / spin down) in eV: -17.46 / -19.48

These are the Mulliken partial charges, in e, on atoms 1 to 99:
1 P -0.6524
2 O -0.7145
3 O 0.7286
4 O -0.2812
5 O 0.0555
6 C -1.2856
7 C 1.1775
8 C -0.8955
9 N 0.3921
10 C 0.0757
11 C -0.9133
12 C -0.8477
13 C -0.8638
14 C -0.5302
15 C -0.9499
16 H 0.4238
17 H 0.3725
18 H 0.1020
19 H -0.5437
20 H -0.1591
21 H 0.4625
22 H 0.4718
23 H -0.2421
24 H 0.5121
25 H 0.5000
26 H 0.2765
27 H 0.4609
28 H 0.2694
29 H 0.3338
30 H 0.5268
31 H 0.4864
32 H 0.3148
33 H 0.0197
34 H 0.5544
35 H 0.5442
36 C -0.8549
37 N 0.1355
38 C -0.5588
39 C -0.8404
40 C 1.2306
41 C -0.0217
42 C -1.0562
43 C -0.2951
44 C -0.5567
45 C -0.6221
46 N 0.3687
47 C 0.3066
48 C -0.2154
49 C -0.9815
50 H 0.3282
51 H 0.3854
52 H 0.3550
53 H 0.3860
54 H 0.6377
55 H 0.6284
56 H 0.8875
57 H 0.6479
58 H 0.5056
59 H -0.4412
60 H 0.1803
61 H 0.3966
62 H 0.1262
63 H 0.5888
64 C -0.8455
65 N 0.0188
66 C -0.8547
67 C -0.9603
68 C 0.8137
69 C -0.4338
70 C -0.6755
71 C 1.4406
72 C -0.7187
73 C -1.1394
74 N 0.6239
75 C -0.8876
76 C 0.6731
77 C -0.9582
78 H 0.3418
79 H 0.3089
80 H 0.3393
81 H 0.4704
82 H 0.5021
83 H 0.6883
84 H 0.4098
85 H 0.6666
86 H 0.4718
87 H 0.1082
88 H -0.6722
89 H 0.1702
90 H 0.3541
91 H 0.3597
92 C -0.3573
93 N 0.3466
94 C -0.2459
95 C -0.9668
96 C 0.8241
97 C -0.7419
98 C 0.2458
99 C 0.5451

=====

Entry 2:
Entry from OMol25: a 14-piece molecular cluster, C69H115N9O15 overall at a distorted geometry (ωB97M-V/def2-TZVPD).

Structure (ORCA input):
```
! RIJCOSX wB97M-V def2-TZVPD def2/J DEFGRID3
* xyz 0 1
C 0.875 1.793 -3.998
C -0.684 1.685 -4.141
N -1.307 0.419 -3.626
C -2.831 0.380 -3.593
C -3.518 1.375 -2.634
C -0.833 -0.686 -4.507
C 0.320 -1.489 -3.769
H 1.218 1.665 -2.950
H 1.092 2.820 -4.427
H 1.387 1.019 -4.566
H -1.167 2.535 -3.568
H -0.916 1.810 -5.171
H -3.173 0.571 -4.601
H -3.121 -0.579 -3.326
H -3.297 1.073 -1.625
H -3.239 2.430 -2.704
H -4.607 1.407 -2.818
H -0.569 -0.320 -5.483
H -1.697 -1.385 -4.625
H 1.054 -0.761 -3.262
H 0.821 -2.092 -4.519
H -0.208 -2.069 -3.056
C -6.260 2.970 0.946
C -4.790 2.618 1.011
N -3.918 3.481 1.778
C -3.807 4.839 1.296
C -3.339 4.833 -0.185
C -4.280 3.514 3.254
C -4.308 2.085 3.911
H -6.609 3.163 1.952
H -6.809 2.192 0.483
H -6.491 3.927 0.389
H -4.690 1.601 1.386
H -4.454 2.682 -0.010
H -4.792 5.331 1.361
H -3.147 5.386 1.936
H -2.934 5.850 -0.380
H -2.592 4.051 -0.342
H -4.130 4.631 -0.852
H -5.275 4.008 3.371
H -3.605 4.215 3.753
H -3.470 1.509 3.516
H -5.254 1.630 3.718
H -4.287 2.045 4.981
C 5.768 4.223 -1.123
C 5.743 3.557 0.238
N 5.108 2.255 0.154
C 5.622 1.324 1.169
C 7.131 0.916 0.897
C 3.691 2.411 0.200
C 2.920 1.300 -0.498
H 4.829 4.490 -1.531
H 6.283 3.651 -1.915
H 6.176 5.257 -1.019
H 6.735 3.319 0.561
H 5.187 4.173 0.965
H 5.580 1.825 2.189
H 5.028 0.411 1.277
H 7.215 0.490 -0.099
H 7.828 1.735 1.055
H 7.373 0.119 1.633
H 3.328 3.340 -0.160
H 3.293 2.407 1.228
H 3.113 0.282 -0.148
H 3.206 1.337 -1.571
H 1.822 1.588 -0.403
C 5.287 -0.947 -4.718
C 4.913 -2.299 -4.227
N 4.434 -2.344 -2.858
C 5.278 -1.602 -1.899
C 6.608 -2.276 -1.508
C 3.922 -3.621 -2.583
C 3.576 -3.981 -1.135
H 6.147 -0.428 -4.275
H 4.278 -0.372 -4.518
H 5.495 -0.907 -5.811
H 4.068 -2.746 -4.800
H 5.819 -2.984 -4.314
H 4.680 -1.322 -1.001
H 5.355 -0.593 -2.446
H 6.407 -3.298 -1.216
H 6.910 -1.809 -0.574
H 7.356 -2.337 -2.373
H 2.987 -3.671 -3.147
H 4.588 -4.415 -2.923
H 3.069 -3.095 -0.613
H 2.797 -4.764 -1.186
H 4.484 -4.235 -0.536
C -0.419 5.976 2.440
C 0.961 6.542 2.405
C 1.486 7.039 3.763
O 2.694 6.258 4.043
C 2.915 5.364 3.063
O 3.764 4.561 3.096
O 1.960 5.468 2.084
H -0.842 5.718 1.480
H -1.084 6.799 2.736
H -0.490 5.246 3.204
H 1.088 7.261 1.642
H 0.802 6.842 4.573
H 1.663 8.125 3.761
C -1.132 -6.241 -0.935
C -0.191 -5.299 -1.699
C 0.841 -6.087 -2.541
O 0.273 -6.224 -3.845
C -0.584 -5.178 -4.021
O -0.997 -4.720 -5.044
O -0.901 -4.634 -2.803
H -1.564 -6.888 -1.712
H -1.968 -5.709 -0.506
H -0.518 -6.928 -0.359
H 0.308 -4.590 -1.040
H 0.976 -7.115 -2.230
H 1.802 -5.578 -2.632
C 1.285 5.754 -2.041
C 0.616 7.135 -2.087
C -0.822 7.089 -2.587
O -1.382 8.259 -1.969
C -0.697 8.425 -0.791
O -1.130 9.112 0.042
O 0.452 7.755 -0.772
H 2.134 5.894 -1.325
H 1.499 5.432 -3.062
H 0.477 5.110 -1.657
H 1.185 7.863 -2.755
H -1.351 6.254 -2.171
H -0.869 7.186 -3.680
C 6.418 -3.492 2.532
C 4.944 -3.202 2.733
C 4.580 -2.678 4.151
O 3.642 -1.644 3.851
C 3.537 -1.411 2.541
O 2.892 -0.562 1.991
O 4.401 -2.212 1.879
H 6.623 -3.949 1.574
H 6.752 -4.018 3.463
H 6.963 -2.518 2.550
H 4.405 -4.115 2.498
H 5.428 -2.178 4.581
H 4.175 -3.411 4.775
C -1.180 0.490 0.941
C -0.858 -0.165 -0.393
C 0.286 -1.153 -0.399
O -0.321 -2.394 -0.270
C -1.609 -2.316 -0.604
O -2.323 -3.324 -0.573
O -2.015 -1.059 -0.779
H -2.063 0.972 0.795
H -0.375 1.274 1.217
H -1.151 -0.246 1.717
H -0.885 0.497 -1.337
H 0.998 -1.117 0.456
H 0.864 -0.914 -1.326
N -5.880 -1.343 -4.287
C -5.517 -1.354 -2.997
C -4.512 -2.239 -2.555
C -3.904 -3.073 -3.470
C -4.316 -3.029 -4.807
C -5.308 -2.184 -5.162
H -6.040 -0.603 -2.376
H -4.263 -2.272 -1.522
H -3.090 -3.738 -3.146
H -3.854 -3.708 -5.467
H -5.541 -2.121 -6.244
N 0.563 3.665 4.819
C 1.287 3.670 5.919
C 2.133 2.566 6.143
C 2.292 1.532 5.248
C 1.536 1.590 4.108
C 0.676 2.656 3.915
H 1.200 4.537 6.555
H 2.593 2.562 7.193
H 2.937 0.690 5.399
H 1.605 0.819 3.345
H -0.060 2.662 3.107
N -4.242 -1.841 2.392
C -4.999 -2.454 3.234
C -6.350 -2.677 2.944
C -6.920 -2.207 1.745
C -6.057 -1.651 0.834
C -4.741 -1.417 1.181
H -4.591 -2.824 4.150
H -7.029 -3.149 3.710
H -8.014 -2.182 1.713
H -6.457 -1.229 -0.133
H -3.976 -1.084 0.511
N 1.240 -3.689 2.976
C 0.303 -2.697 2.983
C -1.072 -2.826 2.761
C -1.538 -4.141 2.549
C -0.628 -5.162 2.420
C 0.712 -4.889 2.627
H 0.633 -1.676 3.203
H -1.785 -2.000 2.867
H -2.632 -4.340 2.451
H -0.948 -6.128 2.090
H 1.452 -5.693 2.575
N -4.016 -6.601 1.755
C -4.857 -7.592 2.033
C -6.205 -7.577 1.581
C -6.667 -6.547 0.782
C -5.772 -5.561 0.404
C -4.489 -5.628 0.912
H -4.506 -8.415 2.657
H -6.932 -8.348 1.857
H -7.752 -6.562 0.618
H -6.142 -4.621 -0.031
H -3.718 -4.834 0.551
*
```

## Properties
HOMO-LUMO gap in Ha: 0.3078
LUMO in eV: 0.50
HOMO energy in eV: -7.87
Energy relative to the best compared isomer or geometry (same formula, charge and spin) in kcal per mole: 0.0

These are the Mulliken partial charges, in e, on atoms 1 to 99:
1 C -0.9287
2 C -0.7423
3 N 1.4130
4 C -0.4660
5 C -0.9555
6 C -1.6351
7 C 1.5257
8 H 0.0985
9 H 0.4564
10 H 0.2229
11 H 0.0140
12 H 0.5920
13 H 0.6262
14 H -0.6506
15 H -0.2574
16 H 0.6423
17 H 0.5211
18 H 0.4486
19 H 0.3417
20 H -0.5698
21 H 0.7911
22 H -1.2594
23 C -1.8148
24 C 0.2637
25 N 0.7219
26 C -0.7477
27 C -1.3232
28 C -0.7166
29 C -1.2332
30 H 0.3534
31 H 0.4867
32 H 0.2858
33 H 0.0648
34 H -0.1068
35 H 0.3728
36 H 0.4300
37 H 0.3115
38 H 0.1660
39 H 0.6630
40 H 0.3686
41 H 0.5088
42 H 0.1211
43 H 0.3164
44 H 0.4991
45 C -1.3066
46 C -0.0049
47 N 0.5629
48 C 0.7138
49 C -1.3689
50 C -1.4763
51 C 0.7222
52 H 0.1825
53 H 0.3008
54 H 0.4246
55 H 0.4552
56 H -0.0494
57 H 0.1156
58 H -0.7287
59 H 0.1947
60 H 0.5205
61 H 0.2871
62 H 0.8448
63 H 0.0526
64 H -0.9725
65 H 0.3718
66 H -0.1436
67 C -1.1435
68 C -0.4208
69 N 1.0285
70 C 0.3915
71 C -1.2656
72 C -0.8649
73 C -0.3430
74 H 0.2633
75 H 0.1357
76 H 0.3902
77 H 0.3600
78 H 0.3284
79 H -0.7830
80 H 0.3478
81 H 0.2320
82 H 0.3706
83 H 0.2466
84 H 0.4457
85 H 0.0224
86 H -0.2710
87 H 0.2222
88 H 0.3453
89 C -1.4363
90 C 0.5972
91 C -0.6470
92 O -0.4443
93 C 0.3675
94 O -0.4533
95 O -0.0429
96 H 0.1435
97 H 0.5222
98 H 0.3981
99 H 0.3218